Molecular formula: C2H9N4S
Method: DFT, ωB97M-V/def2-TZVPD

Calculated values
- LUMO level (eV) = -3.79
- HOMO (eV) = -13.84
- frontier orbital gap (eV) = 10.047
- relative energy (zero: lowest compared OMol25 entry of this formula, charge and spin) (kcal per mole) = 31.5
- energy (eV) = -19007.744

Structure (ORCA input):
```
! wB97M-V def2-TZVPD RIJCOSX def2/J DEFGRID3
* xyz 1 1
C 0.2684 -0.5457 1.2331
C -1.0752 0.2393 -0.6943
N 1.5034 -0.2296 1.8524
N -0.3052 -1.6749 1.1103
N -1.3388 1.1365 -1.6291
N -0.2335 0.4583 0.4121
S -1.7542 -1.3423 -0.6406
H 1.9179 0.7808 -1.4124
H 1.8535 -0.7834 2.5827
H 1.6489 0.7517 2.0795
H -0.0851 -2.5043 1.6410
H 2.7009 0.5963 -1.3293
H -2.0499 0.8158 -2.3017
H -0.8953 1.9849 -1.5401
H 0.3789 1.3587 0.2930
H -2.5348 -1.0419 -1.6566
*
```